1.
The following is a quantum chemistry calculation of a cluster of 2 separate species, C5H9NO in total in a non-equilibrium geometry, from the Open Molecules 2025 dataset.

Each atom is followed by the atoms it is bonded to, with distances in Å.
Element x y z (Å)
1 H -2.035 -0.015 -1.458  C10 1.091
2 O -0.206 -1.735 0.167  H3 0.966, C9 1.349
3 H -1.033 -2.153 0.441  O2 0.966
4 H 2.484 -0.769 -0.747  C13 1.093
5 H 2.748 0.686 0.232  C13 1.094
6 N 0.311 2.688 -1.328  C16 1.161
7 C 0.687 0.332 -0.323  C9 1.351, C13 1.508, C16 1.428
8 H -0.636 -0.117 2.051  H12 0.751
9 C -0.406 -0.451 -0.195  O2 1.349, C7 1.351, C10 1.501
10 C -1.815 0.027 -0.391  H1 1.091, C9 1.501, H11 1.096, H14 1.098
11 H -1.941 1.062 -0.054  C10 1.096
12 H -0.168 0.319 1.657  H8 0.751
13 C 2.066 -0.150 0.051  H4 1.093, H5 1.094, C7 1.508, H15 1.097
14 H -2.545 -0.593 0.145  C10 1.098
15 H 2.031 -0.762 0.960  C13 1.097
16 C 0.495 1.644 -0.854  N6 1.161, C7 1.428

Computed properties:
total energy = -325.842434 hartree
HOMO level = -0.327 hartree
charge = 0
SMILES = C/C(O)=C(/C)C#N.[H][H]
HOMO-LUMO gap = 9.41 eV

Here are the natural (NBO) charges for atoms 1 to 8, given in e: 0.25 -0.67 0.49 0.23 0.23 -0.34 -0.28 -0.04



2.
The following is a quantum chemistry calculation of an isolated molecule of C5H9NO in a non-equilibrium geometry, from the Open Molecules 2025 dataset.

Each atom is followed by the atoms it is bonded to, with distances in Å.
Element x y z (Å)
1 C -1.978 0.077 0.762  H7 1.092, C9 1.492, H11 1.099, H13 1.095
2 N 1.446 0.078 -0.704  C3 1.265, C6 1.368
3 C 2.115 0.138 -1.776  N2 1.265, H10 1.079, H12 1.100
4 H 1.320 -0.227 1.667  C8 1.081
5 O -0.672 0.619 -1.683  C6 1.378, H15 0.958
6 C 0.089 0.218 -0.606  N2 1.368, O5 1.378, C9 1.350
7 H -2.464 0.331 -0.182  C1 1.092
8 C 0.287 -0.538 1.748  H4 1.081, C9 1.495, H14 1.086, H16 1.094
9 C -0.503 -0.043 0.579  C1 1.492, C6 1.350, C8 1.495
10 H 3.185 0.025 -1.701  C3 1.079
11 H -2.203 0.857 1.502  C1 1.099
12 H 1.720 0.282 -2.793  C3 1.100
13 H -2.381 -0.869 1.140  C1 1.095
14 H -0.146 -0.178 2.676  C8 1.086
15 H -0.085 0.863 -2.399  O5 0.958
16 H 0.270 -1.632 1.771  C8 1.094

Computed properties:
total energy = -325.868138 hartree
HOMO level = -0.298 hartree
charge = 0
SMILES = C=NC(O)=C(C)C
HOMO-LUMO gap = 8.85 eV

Here are the natural (NBO) charges for atoms 1 to 8, given in e: -0.64 -0.42 -0.08 0.24 -0.69 0.37 0.23 -0.64